No. 1
{
  "formula": "C2H2FNO",
  "method": "ωB97M-V/def2-TZVPD",
  "e_tot_ev": -8358.07651,
  "homo_energy_ha": -0.401,
  "e_lumo_ha": -0.0131,
  "relative_energy_ev": 2.5423,
  "species": ["C", "C", "N", "O", "F", "H", "H"],
  "coordinates": [[0.6575, 0.3813, 0.7956], [-0.3465, -0.1496, -0.0151], [1.4422, 0.9057, 1.4816], [-0.0543, -0.3758, -1.3589], [-1.1044, -1.1114, 0.5298], [-1.3256, 1.2235, 0.1186], [0.7311, -0.8737, -1.5516]],
  "atomic_forces_ev_per_a": [[3.14, 1.28, 2.65], [-3.70, 2.84, -2.42], [-1.36, -1.05, -1.32], [-1.62, 0.94, 1.39], [0.44, -0.18, 0.00], [2.25, -3.39, -0.75], [0.85, -0.45, 0.45]]
}

=====

No. 2
{
  "formula": "C2H2FNO2",
  "method": "ωB97M-V/def2-TZVPD",
  "e_tot_ev": -10402.88418,
  "homo_energy_ha": -0.424,
  "e_lumo_ha": -0.0411,
  "relative_energy_ev": 6.2989,
  "species": ["C", "C", "N", "O", "O", "F", "H", "H"],
  "coordinates": [[0.0111, -0.6578, 1.1524], [1.0358, -0.2697, 0.7096], [2.2011, -0.0081, -0.0481], [2.0142, -0.0244, -1.2324], [3.3024, 0.0085, 0.4738], [-0.7897, 0.8139, -2.0626], [0.0195, 0.6172, -2.3256], [-0.5782, -0.9238, 1.9485]],
  "atomic_forces_ev_per_a": [[0.27, 0.13, 0.47], [1.92, 0.81, -0.95], [0.70, -1.36, 0.72], [-0.30, 0.59, -1.64], [-0.94, 0.46, 0.40], [-3.47, 0.86, 1.07], [3.52, -0.89, -0.99], [-1.69, -0.61, 0.92]]
}

=====

No. 3
{
  "formula": "C2H2FNO2",
  "method": "ωB97M-V/def2-TZVPD",
  "e_tot_ev": -10403.07898,
  "homo_energy_ha": -0.384,
  "e_lumo_ha": -0.0098,
  "relative_energy_ev": 6.1041,
  "species": ["C", "C", "N", "O", "O", "F", "H", "H"],
  "coordinates": [[0.0489, 0.4029, -0.1061], [-1.1974, 0.7788, 0.0027], [-2.8713, -0.4553, -0.0032], [-2.5248, -1.5650, -0.0232], [-3.8523, 0.1174, -0.0313], [-1.5532, 2.0881, 0.0486], [0.9319, 1.0282, -0.1186], [0.2137, -0.6582, -0.2467]],
  "atomic_forces_ev_per_a": [[-0.11, -1.47, -0.21], [-2.03, 0.87, -0.11], [6.39, 2.26, -0.11], [0.02, -2.16, 0.04], [-3.66, 1.68, 0.01], [-0.30, -1.49, 0.16], [-0.35, 0.36, 0.03], [0.04, -0.05, 0.19]]
}